No. 1
Entry from the Open Molecules 2025 dataset: a 2-piece molecular cluster, C4H11NO overall at a distorted geometry (the ωB97M-V functional and the def2-TZVPD basis).

Its multiplicity is 1. The net charge is 0. Its HOMO energy is -0.3314 Ha.

Bonds (Å) are listed after each position.
Atoms and positions in Å:
1 C 2.65713 -0.63120 0.64410  C2 1.460, H4 1.100, H5 1.097, H6 1.102
2 C 1.45781 -0.89483 1.43333  C1 1.460, O3 1.214, H7 1.098
3 O 1.44543 -1.38986 2.54179  C2 1.214
4 H 3.11362 0.36731 0.58255  C1 1.100
5 H 3.40812 -1.36358 0.96409  C1 1.097
6 H 2.39221 -0.84444 -0.40404  C1 1.102
7 H 0.47178 -0.77906 0.96379  C2 1.098
8 C -0.37099 0.65613 -1.21927  N9 1.477, H11 1.117, H12 1.098, H13 1.073
9 N -1.46018 -0.17226 -0.66341  C8 1.477, C10 1.452, H14 1.014
10 C -2.47504 0.62062 0.00732  N9 1.452, H15 1.101, H16 1.096, H17 1.093
11 H -0.06377 1.36729 -0.41496  C8 1.117
12 H -0.77216 1.27877 -2.03018  C8 1.098
13 H 0.37611 0.00190 -1.62508  C8 1.073
14 H -1.87884 -0.70194 -1.41958  N9 1.014
15 H -2.82048 1.49239 -0.56878  C10 1.101
16 H -3.37451 0.03499 0.22863  C10 1.096
17 H -2.10624 0.95777 0.97971  C10 1.093

No. 2
Entry from the Open Molecules 2025 dataset: a 2-piece molecular cluster, C4H11NO overall (the ωB97M-V functional and the def2-TZVPD basis).

Its multiplicity is 2. The net charge is +1. As for the expectation value of S²: 0.75. Its HOMO energy (spin up / spin down) is -0.4834 / -0.4833 Ha.

Bonds (Å) are listed after each position.
Atoms and positions in Å:
1 C 0.73383 -1.01844 1.92898  C2 1.456, H5 1.083, H6 1.099, H7 1.093
2 C 1.43778 -0.18482 0.96537  C1 1.456, C3 1.410, N4 1.397
3 C 2.75836 0.26250 1.17807  C2 1.410, H8 1.084, H9 1.085
4 N 0.72944 0.17677 -0.18275  C2 1.397, H11 1.024, H12 1.028
5 H 1.32452 -1.22743 2.81268  C1 1.083
6 H -0.18357 -0.46520 2.17416  C1 1.099
7 H 0.41818 -1.94189 1.43679  C1 1.093
8 H 3.38896 0.61551 0.37066  C3 1.084
9 H 3.16371 0.29680 2.18343  C3 1.085
10 H -1.26099 -0.10303 -1.14226  O14 0.960
11 H 1.28066 -0.00744 -1.02539  N4 1.024
12 H 0.57185 1.19178 -0.21639  N4 1.028
13 C -3.09266 0.47564 -1.60100  O14 1.429, H15 1.098, H16 1.086, H17 1.082
14 O -1.72866 0.19940 -1.92433  H10 0.960, C13 1.429
15 H -3.21951 0.75938 -0.54835  C13 1.098
16 H -3.41803 1.32451 -2.19501  C13 1.086
17 H -3.72009 -0.37541 -1.82925  C13 1.082

No. 3
Entry from the Open Molecules 2025 dataset: a 2-piece molecular cluster, C4H11NO overall at a distorted geometry (the ωB97M-V functional and the def2-TZVPD basis).

Its multiplicity is 2. The net charge is +1. As for the expectation value of S²: 0.76. Its HOMO energy (spin up / spin down) is -0.4961 / -0.4961 Ha.

Bonds (Å) are listed after each position.
Atoms and positions in Å:
1 C 1.10570 0.84511 -1.33309  C2 1.459, H6 1.124, H7 1.083, H8 1.166
2 C -0.27212 0.77056 -1.80838  C1 1.459, C3 1.384, C5 1.459
3 C -1.15939 -0.16124 -1.29765  C2 1.384, N4 1.382, H9 1.060
4 N -0.78921 -1.20859 -0.47611  C3 1.382, H10 1.075, H11 1.036
5 C -0.71840 1.67475 -2.86309  C2 1.459, H12 1.124, H13 1.204, H14 1.120
6 H 1.55162 0.26697 -0.47896  C1 1.124
7 H 1.08068 1.88855 -1.04574  C1 1.083
8 H 1.80664 0.53754 -2.21318  C1 1.166
9 H -2.13000 -0.10718 -1.71999  C3 1.060
10 H -1.41446 -1.91996 0.03164  N4 1.075
11 H 0.19161 -1.16418 -0.14579  N4 1.036
12 H -0.48917 1.54804 -3.95629  C5 1.124
13 H -0.65124 2.81817 -2.49204  C5 1.204
14 H -1.83360 1.64751 -2.96632  C5 1.120
15 H 1.49379 -2.06098 6.93348  O17 0.935
16 H 1.45571 -0.70454 6.27232  O17 0.949
17 O 1.34102 -1.63311 6.11586  H15 0.935, H16 0.949

No. 4
Entry from the Open Molecules 2025 dataset: a 2-piece molecular cluster, C4H11NO2 overall at a distorted geometry (the ωB97M-V functional and the def2-TZVPD basis).

Its multiplicity is 1. The net charge is 0. Its HOMO energy is -0.3462 Ha.

Bonds (Å) are listed after each position.
Atoms and positions in Å:
1 C 0.59257 -1.34639 -1.43001  C2 1.548, H7 1.083, H8 1.087, H9 1.085
2 C 0.55263 0.19742 -1.33027  C1 1.548, O3 1.207, N4 1.373
3 O -0.07343 0.81133 -2.16013  C2 1.207
4 N 1.34333 0.76360 -0.36050  C2 1.373, C5 1.460, C6 1.462
5 C 1.56443 2.19865 -0.51126  N4 1.460, H10 1.092, H11 1.091, H12 1.086
6 C 1.17056 0.29475 1.01333  N4 1.462, H13 1.092, H14 1.079, H15 1.095
7 H 0.52360 -1.85162 -0.47469  C1 1.083
8 H 1.54991 -1.55272 -1.90193  C1 1.087
9 H -0.23597 -1.63906 -2.06607  C1 1.085
10 H 0.71006 2.77538 -0.15198  C5 1.092
11 H 2.47802 2.50196 0.00239  C5 1.091
12 H 1.77182 2.36406 -1.56390  C5 1.086
13 H 2.05738 0.56459 1.59003  C6 1.092
14 H 1.07059 -0.77897 1.05595  C6 1.079
15 H 0.32585 0.82475 1.46518  C6 1.095
16 O -5.52655 -2.08823 2.33055  H17 0.962, H18 0.971
17 H -4.94414 -2.61023 1.77042  O16 0.962
18 H -4.93066 -1.42927 2.72291  O16 0.971

No. 5
Entry from the Open Molecules 2025 dataset: a 2-piece molecular cluster, C4H11NO2 overall at a distorted geometry (the ωB97M-V functional and the def2-TZVPD basis).

Its multiplicity is 1. The net charge is 0. Its HOMO energy is -0.3365 Ha.

Bonds (Å) are listed after each position.
Atoms and positions in Å:
1 C -2.55290 2.16148 -0.28820  C2 1.505, H5 1.087, H6 1.090, H7 1.083
2 C -1.44597 1.14282 -0.23431  C1 1.505, O3 1.199, O4 1.367
3 O -0.26244 1.32359 -0.30598  C2 1.199
4 O -1.95980 -0.11536 -0.37717  C2 1.367, H8 0.980
5 H -3.48299 1.71678 0.05720  C1 1.087
6 H -2.53958 2.49744 -1.32496  C1 1.090
7 H -2.39444 2.99888 0.38020  C1 1.083
8 H -1.20053 -0.71255 -0.53988  O4 0.980
9 C 1.97872 -0.34549 0.97247  C10 1.535, H12 1.099, H13 1.089, H14 1.081
10 C 1.68640 -1.01241 -0.37903  C9 1.535, N11 1.467, H15 1.074, H16 1.093
11 N 0.75164 -2.12869 -0.19850  C10 1.467, H17 1.011, H18 1.010
12 H 2.48548 -1.14405 1.53176  C9 1.099
13 H 1.03206 -0.08575 1.44400  C9 1.089
14 H 2.65074 0.50067 0.95504  C9 1.081
15 H 1.20884 -0.28245 -1.00475  C10 1.074
16 H 2.57031 -1.31676 -0.94544  C10 1.093
17 H 0.35003 -2.17097 0.72870  N11 1.011
18 H 1.12444 -3.02719 -0.47115  N11 1.010

No. 6
Entry from the Open Molecules 2025 dataset: a 2-piece molecular cluster, C4H11NO2 overall at a distorted geometry (the ωB97M-V functional and the def2-TZVPD basis).

Its multiplicity is 1. The net charge is 0. Its HOMO energy is -0.3424 Ha.

Bonds (Å) are listed after each position.
Atoms and positions in Å:
1 C 0.46625 -2.33001 -2.83862  C2 1.543, H7 1.103, H8 1.103, H9 1.103
2 C -0.44947 -1.53300 -1.88553  C1 1.543, N3 1.491, H10 1.107, H11 1.107
3 N 0.15472 -1.31327 -0.54037  C2 1.491, C4 1.429, C5 1.360
4 C 0.00000 0.00000 0.00000  N3 1.429, H12 1.103, H13 1.103, H14 1.103
5 C 0.83112 -2.26079 0.16289  N3 1.360, O6 1.255, H15 1.117
6 O 1.57750 -2.08204 1.15609  C5 1.255
7 H -0.04243 -2.54153 -3.79420  C1 1.103
8 H 0.76047 -3.28766 -2.37717  C1 1.103
9 H 1.37791 -1.74525 -3.04728  C1 1.103
10 H -1.43030 -2.01068 -1.69784  C2 1.107
11 H -0.63626 -0.57398 -2.40595  C2 1.107
12 H -1.05430 0.31684 -0.06829  C4 1.103
13 H 0.62781 0.75656 -0.50007  C4 1.103
14 H 0.28528 -0.04605 1.06447  C4 1.103
15 H 0.66475 -3.29988 -0.21167  C5 1.117
16 O -1.96011 -1.26323 3.33355  H17 0.984, H18 0.984
17 H -1.44920 -0.50370 2.97255  O16 0.984
18 H -1.88766 -1.16905 4.31035  O16 0.984

| no. | calculated total energy (eV) |
| --- | --- |
| 1 | -7862.780 |
| 2 | -7853.589 |
| 3 | -7855.120 |
| 4 | -9911.311 |
| 5 | -9911.682 |
| 6 | -9911.131 |